14 unconnected molecules or ions with the total composition C55H108N8O17 at a distorted geometry. Source: OMol25; level of theory: ωB97M-V with the def2-TZVPD basis set.

Bonds (Å) are listed after each position.
Element x y z (Å)
1 C -1.39342 -3.62858 -9.94971  C2 1.516, H9 1.094, H10 1.094, H11 1.088
2 C 0.03268 -3.92952 -9.53102  C1 1.516, N3 1.520, H12 1.093, H13 1.098
3 N 0.43777 -3.06399 -8.34867  C2 1.520, C4 1.403, C7 1.336
4 C 0.34430 -1.66680 -8.26777  N3 1.403, C5 1.356, H14 1.077
5 C 0.75809 -1.28138 -7.03532  C4 1.356, N6 1.368, H15 1.081
6 N 1.13278 -2.42307 -6.38221  C5 1.368, C7 1.322, C8 1.498
7 C 0.85610 -3.46707 -7.14526  N3 1.336, N6 1.322, H16 1.087
8 C 1.75643 -2.51557 -5.02296  N6 1.498, H17 1.086, H18 1.091, H19 1.097
9 H -2.06458 -3.80582 -9.10468  C1 1.094
10 H -1.65609 -4.28593 -10.78435  C1 1.094
11 H -1.49625 -2.58809 -10.25021  C1 1.088
12 H 0.74861 -3.72313 -10.33105  C2 1.093
13 H 0.18330 -4.96567 -9.20002  C2 1.098
14 H -0.04964 -1.08050 -9.08020  C4 1.077
15 H 0.84261 -0.30530 -6.57827  C5 1.081
16 H 0.95061 -4.50333 -6.83144  C7 1.087
17 H 2.83511 -2.57401 -5.12985  C8 1.086
18 H 1.37281 -3.42669 -4.56194  C8 1.091
19 H 1.48792 -1.62254 -4.44448  C8 1.097
20 C -7.48250 -1.15120 0.76885  C21 1.544, H28 1.092, H29 1.094, H30 1.087
21 C -6.06132 -0.72027 0.34661  C20 1.544, N22 1.508, H31 1.103, H32 1.096
22 N -5.08955 -1.86078 0.51538  C21 1.508, C23 1.368, C26 1.330
23 C -4.60352 -2.31291 1.71096  N22 1.368, C24 1.360, H33 1.084
24 C -3.72471 -3.31194 1.43005  C23 1.360, N25 1.382, H34 1.076
25 N -3.76002 -3.50439 0.06204  C24 1.382, C26 1.327, C27 1.488
26 C -4.52174 -2.55571 -0.46682  N22 1.330, N25 1.327, H35 1.089
27 C -3.01224 -4.56493 -0.66551  N25 1.488, H36 1.083, H37 1.086, H38 1.082
28 H -7.78917 -2.01572 0.17654  C20 1.092
29 H -8.18051 -0.34201 0.53482  C20 1.094
30 H -7.57716 -1.37538 1.82810  C20 1.087
31 H -5.66029 0.13020 0.92418  C21 1.103
32 H -6.04028 -0.46502 -0.71947  C21 1.096
33 H -4.81239 -1.81921 2.65293  C23 1.084
34 H -3.08780 -3.88245 2.08372  C24 1.076
35 H -4.73427 -2.42144 -1.52653  C26 1.089
36 H -3.24989 -5.53705 -0.25111  C27 1.083
37 H -1.93849 -4.40483 -0.62421  C27 1.086
38 H -3.28258 -4.53496 -1.71277  C27 1.082
39 C 1.49509 3.99130 -1.29917  C40 1.542, H48 1.095, H49 1.089, H50 1.088
40 C 1.43184 5.52797 -1.19244  C39 1.542, C41 1.538, H51 1.095, H52 1.098
41 C 1.25171 5.96104 0.27239  C40 1.538, N42 1.607, H53 1.095, H54 1.095
42 N 0.70682 7.45311 0.51257  C41 1.607, C43 1.537, C44 1.540, C47 1.525
43 C 1.67281 8.57380 0.09617  N42 1.537, H55 1.086, H56 1.088, H57 1.084
44 C 0.44644 7.60774 2.02216  N42 1.540, C45 1.533, H58 1.087, H59 1.094
45 C -0.67228 8.64147 2.19838  C44 1.533, C46 1.553, H60 1.099, H61 1.088
46 C -1.47694 8.52788 0.87474  C45 1.553, C47 1.567, H62 1.090, H63 1.087
47 C -0.64085 7.69727 -0.15780  N42 1.525, C46 1.567, H64 1.092, H65 1.098
48 H 2.23986 3.58594 -0.60638  C39 1.095
49 H 1.74812 3.67146 -2.30841  C39 1.089
50 H 0.51355 3.59769 -1.04356  C39 1.088
51 H 0.59032 5.86662 -1.80647  C40 1.095
52 H 2.35938 5.97921 -1.56952  C40 1.098
53 H 2.22081 5.94205 0.78287  C41 1.095
54 H 0.56401 5.30643 0.81701  C41 1.095
55 H 1.15229 9.50518 0.30019  C43 1.086
56 H 1.89072 8.48775 -0.96595  C43 1.088
57 H 2.58607 8.50882 0.67731  C43 1.084
58 H 1.37981 7.89810 2.49702  C44 1.087
59 H 0.06938 6.65300 2.40189  C44 1.094
60 H -0.24683 9.64511 2.33656  C45 1.099
61 H -1.28977 8.37595 3.05346  C45 1.088
62 H -1.72127 9.52130 0.49874  C46 1.090
63 H -2.39074 7.96495 1.04913  C46 1.087
64 H -0.47641 8.21326 -1.10581  C47 1.092
65 H -1.13848 6.72722 -0.28934  C47 1.098
66 C -0.42018 -1.18846 3.01331  C67 1.534, H75 1.091, H76 1.096, H77 1.100
67 C -0.71206 -0.27116 1.81928  C66 1.534, C68 1.544, H78 1.098, H79 1.097
68 C -0.99679 -1.05144 0.51755  C67 1.544, N69 1.561, H80 1.091, H81 1.104
69 N -1.30091 -0.12565 -0.70193  C68 1.561, C70 1.560, C71 1.547, C74 1.548
70 C -2.59276 0.71930 -0.47527  N69 1.560, H82 1.085, H83 1.083, H84 1.089
71 C -1.52114 -0.94217 -1.99777  N69 1.547, C72 1.548, H85 1.092, H86 1.089
72 C -1.00292 -0.11453 -3.19916  C71 1.548, C73 1.536, H87 1.091, H88 1.091
73 C -0.24769 1.05701 -2.55461  C72 1.536, C74 1.520, H89 1.094, H90 1.089
74 C -0.04166 0.68433 -1.09542  N69 1.548, C73 1.520, H91 1.091, H92 1.108
75 H -0.41824 -0.61770 3.94329  C66 1.091
76 H 0.54716 -1.68360 2.86814  C66 1.096
77 H -1.20929 -1.94278 3.15099  C66 1.100
78 H 0.18050 0.34856 1.66174  C67 1.098
79 H -1.57701 0.37778 2.00384  C67 1.097
80 H -1.87351 -1.68792 0.64961  C68 1.091
81 H -0.15094 -1.67754 0.18482  C68 1.104
82 H -2.54024 1.28676 0.44811  C70 1.085
83 H -3.43366 0.03672 -0.48403  C70 1.083
84 H -2.70985 1.40884 -1.30975  C70 1.089
85 H -2.59567 -1.11003 -2.09422  C71 1.092
86 H -0.97561 -1.87300 -1.85281  C71 1.089
87 H -1.85759 0.26596 -3.76097  C72 1.091
88 H -0.38590 -0.71813 -3.86599  C72 1.091
89 H -0.85554 1.96412 -2.61524  C73 1.094
90 H 0.71459 1.26608 -3.01854  C73 1.089
91 H 0.04002 1.54560 -0.43135  C74 1.091
92 H 0.75102 -0.08277 -0.99335  C74 1.108
93 C -0.14346 0.73138 8.12059  C94 1.537, H102 1.098, H103 1.092, H104 1.089
94 C -0.17165 -0.80245 8.02391  C93 1.537, C95 1.539, H105 1.094, H106 1.096
95 C 0.87540 -1.28383 7.00381  C94 1.539, N96 1.531, H107 1.100, H108 1.093
96 N 0.88305 -2.80292 6.81321  C95 1.531, C97 1.508, C98 1.565, C101 1.563
97 C 1.43138 -3.43772 8.06632  N96 1.508, H109 1.088, H110 1.086, H111 1.084
98 C 1.73918 -3.16553 5.55425  N96 1.565, C99 1.512, H112 1.093, H113 1.090
99 C 1.16971 -4.50357 5.13874  C98 1.512, C100 1.538, H114 1.093, H115 1.089
100 C -0.33520 -4.49606 5.45652  C99 1.538, C101 1.527, H116 1.091, H117 1.088
101 C -0.52012 -3.43219 6.53624  N96 1.563, C100 1.527, H118 1.092, H119 1.094
102 H -1.04014 1.10028 8.63521  C93 1.098
103 H -0.08990 1.13324 7.10630  C93 1.092
104 H 0.77525 1.08074 8.59030  C93 1.089
105 H -1.16764 -1.10633 7.69007  C94 1.094
106 H 0.01005 -1.23616 9.01438  C94 1.096
107 H 1.90642 -1.02266 7.28628  C95 1.100
108 H 0.65316 -0.83758 6.03142  C95 1.093
109 H 2.39220 -2.99172 8.31476  C97 1.088
110 H 1.58439 -4.49995 7.89958  C97 1.086
111 H 0.71854 -3.26742 8.86484  C97 1.084
112 H 2.79189 -3.22790 5.84115  C98 1.093
113 H 1.58622 -2.37372 4.82145  C98 1.090
114 H 1.65530 -5.29996 5.70936  C99 1.093
115 H 1.40750 -4.76412 4.10808  C99 1.089
116 H -0.64792 -5.48781 5.78499  C100 1.091
117 H -0.94277 -4.25213 4.58717  C100 1.088
118 H -0.90483 -3.83737 7.47476  C101 1.092
119 H -1.14752 -2.62954 6.13674  C101 1.094
120 C 7.04548 0.73813 -2.75069  C121 1.549, H127 1.091, H128 1.089, H129 1.088
121 C 6.27916 -0.59469 -2.94058  C120 1.549, O122 1.168, N123 1.536
122 O 6.87102 -1.57832 -3.15344  C121 1.168
123 N 4.75370 -0.53884 -2.76993  C121 1.536, H124 1.144, H125 1.175, C126 1.521
124 H 4.34130 -0.15090 -3.76366  N123 1.144
125 H 4.31274 -1.62421 -2.67505  N123 1.175
126 C 4.28608 0.33931 -1.61979  N123 1.521, H130 1.084, H131 1.087, H132 1.086
127 H 6.82922 1.48130 -3.51992  C120 1.091
128 H 8.09461 0.45641 -2.82795  C120 1.089
129 H 6.85190 1.18372 -1.77682  C120 1.088
130 H 3.20863 0.41852 -1.70967  C126 1.084
131 H 4.74353 1.32042 -1.71484  C126 1.087
132 H 4.54424 -0.11422 -0.66732  C126 1.086
133 C -2.19613 -3.85285 -4.91309  C134 1.554, H137 1.094, H138 1.090, H139 1.094
134 C -1.32853 -5.04808 -4.42818  C133 1.554, O135 1.255, O136 1.237
135 O -0.89494 -5.86982 -5.27138  C134 1.255
136 O -1.08755 -5.09008 -3.21603  C134 1.237
137 H -1.79781 -2.92537 -4.49203  C133 1.094
138 H -3.20934 -3.95517 -4.52420  C133 1.090
139 H -2.26535 -3.79106 -6.00334  C133 1.094
140 C -0.97126 3.42116 2.23158  C141 1.519, H144 1.090, H145 1.101, H146 1.088
141 C -1.75516 4.25346 1.23126  C140 1.519, O142 1.240, O143 1.274
142 O -1.73988 3.90125 0.04227  C141 1.240
143 O -2.44494 5.22700 1.67822  C141 1.274
144 H -1.59485 3.22277 3.10358  C140 1.090
145 H -0.06597 3.92865 2.59915  C140 1.101
146 H -0.61694 2.51632 1.74292  C140 1.088
147 C -2.49012 1.22326 4.85610  C148 1.533, H151 1.089, H152 1.090, H153 1.089
148 C -3.37592 0.07545 4.35832  C147 1.533, O149 1.263, O150 1.249
149 O -3.14685 -1.04960 4.88480  C148 1.263
150 O -4.18206 0.31110 3.43350  C148 1.249
151 H -1.60047 1.30415 4.23330  C147 1.089
152 H -2.15610 1.04007 5.87686  C147 1.090
153 H -3.01293 2.17623 4.78611  C147 1.089
154 C 3.30641 0.77889 4.74546  C155 1.559, H158 1.103, H159 1.094, H160 1.094
155 C 3.40832 1.23740 6.23151  C154 1.559, O156 1.239, O157 1.251
156 O 2.82442 2.27409 6.57825  C155 1.239
157 O 4.13770 0.55462 6.98517  C155 1.251
158 H 2.35317 0.27299 4.51676  C154 1.103
159 H 4.12967 0.08214 4.55979  C154 1.094
160 H 3.33109 1.65477 4.09024  C154 1.094
161 C 3.39188 1.79457 -6.92660  C162 1.548, H165 1.089, H166 1.099, H167 1.092
162 C 3.21495 1.00816 -5.60553  C161 1.548, O163 1.275, O164 1.222
163 O 4.04286 0.06086 -5.40129  C162 1.275
164 O 2.38211 1.35977 -4.78320  C162 1.222
165 H 2.73573 2.66403 -6.92179  C161 1.089
166 H 3.19269 1.13493 -7.78236  C161 1.099
167 H 4.43909 2.08473 -7.03125  C161 1.092
168 C 3.39987 -2.58563 2.30900  C169 1.570, H172 1.097, H173 1.096, H174 1.102
169 C 4.50969 -3.35925 3.10623  C168 1.570, O170 1.278, O171 1.223
170 O 4.15901 -4.44258 3.68618  C169 1.278
171 O 5.63563 -2.88440 3.15107  C169 1.223
172 H 2.48047 -3.17941 2.24115  C168 1.097
173 H 3.77584 -2.40771 1.29492  C168 1.096
174 H 3.19102 -1.60190 2.75877  C168 1.102
175 C -4.78867 1.88862 -4.23339  C176 1.547, H179 1.097, H180 1.096, H181 1.091
176 C -5.06053 0.95640 -3.02933  C175 1.547, O177 1.237, O178 1.280
177 O -5.53179 1.46594 -2.00547  C176 1.237
178 O -4.70055 -0.26246 -3.18387  C176 1.280
179 H -5.52284 1.71178 -5.02972  C175 1.097
180 H -3.79933 1.66877 -4.65071  C175 1.096
181 H -4.81129 2.93060 -3.91130  C175 1.091
182 C 2.02409 -4.28057 -0.74156  C183 1.542, H186 1.089, H187 1.090, H188 1.096
183 C 2.59419 -3.11047 -1.56929  C182 1.542, O184 1.261, O185 1.267
184 O 2.04369 -1.98385 -1.43581  C183 1.261
185 O 3.62752 -3.30071 -2.27756  C183 1.267
186 H 1.93837 -3.93811 0.28872  C182 1.089
187 H 2.68517 -5.14319 -0.82769  C182 1.090
188 H 1.01301 -4.54507 -1.07037  C182 1.096

Calculated values
Orbital gap (eV): 5.16
Charge: -2
Calculated total energy (hartree): -3877.624244
E_LUMO (eV): 2.44
HOMO energy (eV): -2.72
Largest force on an atom (eV Å⁻¹): 2.98

Results of the Mulliken charge analysis, in e, for atoms 1 through 99:
1 C -1.024
2 C -0.431
3 N 0.269
4 C -0.898
5 C -0.291
6 N 0.388
7 C -0.097
8 C -0.641
9 H 0.257
10 H 0.364
11 H 0.345
12 H 0.292
13 H 0.343
14 H 0.362
15 H 0.607
16 H 0.365
17 H 0.326
18 H 0.595
19 H -0.327
20 C -1.407
21 C -0.006
22 N 0.346
23 C -0.274
24 C -0.997
25 N 0.376
26 C -0.198
27 C -1.002
28 H 0.336
29 H 0.441
30 H 0.351
31 H 0.272
32 H 0.003
33 H 0.535
34 H 0.510
35 H 0.509
36 H 0.408
37 H 0.330
38 H 0.328
39 C -0.683
40 C -0.326
41 C -0.084
42 N 0.391
43 C -1.119
44 C -0.343
45 C -0.671
46 C -0.814
47 C -0.372
48 H 0.360
49 H 0.418
50 H -0.228
51 H 0.275
52 H 0.367
53 H 0.453
54 H -0.627
55 H 0.474
56 H 0.342
57 H 0.290
58 H 0.496
59 H 0.064
60 H 0.302
61 H 0.426
62 H 0.317
63 H 0.436
64 H 0.535
65 H 0.075
66 C -0.196
67 C 0.569
68 C 0.206
69 N 2.148
70 C 0.013
71 C -0.320
72 C 0.636
73 C -1.014
74 C 0.306
75 H -0.366
76 H 0.303
77 H -0.169
78 H -0.014
79 H -0.274
80 H -0.759
81 H 0.162
82 H -0.044
83 H -0.822
84 H 0.472
85 H -0.453
86 H 0.484
87 H 0.221
88 H -0.933
89 H 0.316
90 H 0.559
91 H -0.193
92 H 0.018
93 C -1.507
94 C -0.020
95 C 0.039
96 N 0.649
97 C -1.187
98 C -0.141
99 C -0.601